# 1
Here is a molecular structure, C48H59N6O2PSSr from OMol25. Energies are from ωB97M-V with the def2-TZVPD basis set.

The geometry in XYZ format:
```
118
C48H59N6O2PSSr, DFT ωB97M-V with the def2-TZVPD basis set
Sr 0.55 -0.71 0.01
C 1.82 -2.36 4.75
C 0.48 -2.13 4.05
C -0.57 -3.13 4.56
C 0.09 -0.68 4.24
C -0.65 -0.29 5.35
C -0.95 1.04 5.57
C -0.52 2.00 4.67
C 0.21 1.64 3.55
C 0.68 2.71 2.59
C 1.78 3.55 3.25
C -0.48 3.57 2.11
C 0.53 0.29 3.33
N 1.28 -0.07 2.19
C 2.59 0.15 2.28
O 3.22 0.46 3.29
C 3.32 0.07 0.97
C 4.52 0.76 0.82
C 5.11 0.81 -0.43
C 4.49 0.18 -1.49
C 3.29 -0.49 -1.25
N 2.75 -0.56 -0.05
C 2.53 -1.03 -2.43
O 3.18 -1.43 -3.41
N 1.21 -0.97 -2.32
C 0.51 -1.06 -3.54
C -0.27 -2.18 -3.88
C -0.99 -2.17 -5.07
C -0.92 -1.11 -5.95
C -0.12 -0.03 -5.64
C 0.59 0.02 -4.45
C 1.47 1.22 -4.19
C 0.72 2.54 -4.42
C 2.73 1.16 -5.05
C -0.33 -3.45 -3.07
C 1.06 -3.92 -2.64
C -1.28 -3.32 -1.88
H 2.17 -3.38 4.58
H 1.72 -2.20 5.82
H 2.56 -1.67 4.37
H 0.63 -2.29 2.98
H -0.58 -3.17 5.65
H -0.33 -4.12 4.19
H -1.56 -2.87 4.21
H -0.98 -1.03 6.07
H -1.49 1.33 6.45
H -0.74 3.04 4.86
H 1.13 2.22 1.72
H 1.38 4.10 4.10
H 2.19 4.26 2.53
H 2.57 2.89 3.60
H -0.98 4.06 2.95
H -1.20 2.96 1.57
H -0.12 4.35 1.44
H 4.95 1.26 1.68
H 6.03 1.36 -0.59
H 4.88 0.20 -2.50
H -1.59 -3.04 -5.33
H -1.48 -1.14 -6.87
H -0.03 0.77 -6.36
H 1.78 1.20 -3.14
H 0.47 2.67 -5.46
H 1.35 3.37 -4.11
H -0.19 2.56 -3.83
H 2.47 1.22 -6.11
H 3.25 0.23 -4.88
H 3.39 1.99 -4.81
H -0.74 -4.22 -3.73
H 1.44 -3.32 -1.81
H 1.75 -3.80 -3.47
H 1.04 -4.97 -2.34
H -0.93 -2.55 -1.19
H -1.35 -4.27 -1.34
H -2.28 -3.05 -2.23
C 1.12 6.63 -0.39
N 0.95 5.26 -0.81
C 1.80 4.25 -0.53
N 2.97 4.54 0.09
S 1.42 2.70 -0.95
H 0.21 7.18 -0.61
H 1.95 7.11 -0.92
H 1.30 6.69 0.69
H 0.08 4.98 -1.21
H 3.35 5.47 0.11
H 3.58 3.76 0.28
C -2.94 0.12 2.56
P -2.38 -0.28 0.85
C -3.26 0.98 -0.16
C -4.62 1.25 -0.03
C -5.23 2.16 -0.88
C -4.48 2.83 -1.84
C -3.12 2.60 -1.94
C -2.51 1.68 -1.10
C -3.34 -1.82 0.58
C -2.94 -2.91 1.34
C -3.58 -4.12 1.23
C -4.63 -4.27 0.33
C -5.01 -3.20 -0.46
C -4.36 -1.98 -0.35
H -2.36 -0.46 3.27
H -4.00 -0.10 2.68
H -2.74 1.17 2.75
H -5.21 0.74 0.72
H -6.29 2.34 -0.79
H -4.96 3.53 -2.51
H -2.53 3.12 -2.68
H -1.44 1.51 -1.17
H -2.11 -2.79 2.03
H -3.27 -4.95 1.85
H -5.13 -5.22 0.24
H -5.81 -3.32 -1.17
H -4.67 -1.15 -0.97
C 1.91 -5.75 0.77
C 1.16 -4.53 0.85
N 0.56 -3.56 0.90
H 1.23 -6.59 0.60
H 2.46 -5.91 1.70
H 2.61 -5.68 -0.05
```

Output
E_HOMO, eV: -7.5
Orbital gap, eV: 7.8
Total charge: 0
Lowest unoccupied orbital energy, eV: 0.25

# 2
Here is a molecular structure, C48H60EuN6O6PS2Te from OMol25. Energies are from ωB97M-V with the def2-TZVPD basis set.

The geometry in XYZ format:
```
125
C48H60EuN6O6PS2Te, DFT ωB97M-V with the def2-TZVPD basis set
Eu 0.05 0.11 1.20
C -2.25 -4.44 3.19
C -1.26 -3.34 3.02
N -1.59 -2.25 2.31
N -2.87 -2.18 1.98
C -3.50 -0.98 1.82
S -3.02 0.61 1.67
S -5.28 -1.22 1.77
C -6.10 0.05 2.81
C -5.31 0.70 3.96
C -4.51 0.02 4.84
C -3.69 0.68 5.79
C -3.68 2.08 5.78
C -4.53 2.80 4.95
C -5.39 2.10 4.12
C 0.04 -3.43 3.66
C 0.25 -4.49 4.57
C 1.35 -4.55 5.43
C 2.33 -3.54 5.39
C 2.27 -2.60 4.41
C 1.16 -2.47 3.49
O 1.28 -1.67 2.52
H -1.91 -5.46 2.86
H -3.19 -4.18 2.60
H -2.54 -4.62 4.25
H -6.93 -0.50 3.21
H -6.50 0.82 2.13
H -4.61 -1.06 4.85
H -3.06 0.08 6.42
H -2.99 2.67 6.38
H -4.54 3.89 4.92
H -6.10 2.65 3.52
H -0.52 -5.26 4.62
H 1.40 -5.42 6.11
H 3.16 -3.59 6.11
H 3.03 -1.82 4.26
C 3.62 -4.56 -0.53
C 4.99 -4.33 -0.40
C 5.43 -3.25 0.34
C 4.49 -2.25 0.69
N 3.21 -2.35 0.34
C 2.79 -3.47 -0.22
C 4.96 -1.01 1.42
C 6.08 -1.04 2.24
C 6.50 0.17 2.83
C 5.78 1.33 2.62
C 4.63 1.28 1.85
N 4.24 0.12 1.27
H 3.19 -5.46 -0.92
H 5.73 -5.02 -0.87
H 6.50 -3.08 0.60
H 1.74 -3.44 -0.46
H 6.56 -1.99 2.42
H 7.38 0.17 3.47
H 6.07 2.31 3.08
H 4.00 2.16 1.61
C -0.99 4.31 -6.11
C -1.17 2.76 -5.99
C -2.47 2.39 -6.66
C 0.05 2.18 -6.65
C -1.23 2.34 -4.49
C -1.14 3.22 -3.41
C -1.07 2.69 -2.12
N -0.96 1.42 -1.83
C -1.09 0.55 -2.85
C -1.25 1.00 -4.17
C -0.97 -0.88 -2.57
C -0.85 -1.75 -3.66
C -0.89 -3.13 -3.45
C -1.18 -3.55 -2.15
C -1.20 -2.62 -1.12
N -0.94 -1.32 -1.29
C -0.48 -4.12 -4.55
C -0.69 -3.53 -5.95
C 1.01 -4.44 -4.40
C -1.31 -5.43 -4.49
H -0.90 4.72 -7.15
H -0.10 4.63 -5.53
H -1.87 4.86 -5.67
H -2.64 3.00 -7.57
H -3.33 2.57 -5.97
H -2.58 1.36 -7.01
H 0.08 2.55 -7.68
H -0.02 1.06 -6.66
H 0.98 2.45 -6.08
H -1.07 4.30 -3.55
H -1.11 3.35 -1.26
H -1.32 0.25 -4.96
H -0.61 -1.34 -4.63
H -1.33 -4.58 -1.92
H -1.48 -2.96 -0.13
H -0.22 -2.54 -6.02
H -1.76 -3.38 -6.18
H -0.28 -4.22 -6.73
H 1.65 -3.57 -4.42
H 1.32 -5.15 -5.17
H 1.19 -4.97 -3.39
H -2.37 -5.16 -4.32
H -1.00 -6.13 -3.70
H -1.23 -5.95 -5.48
O -0.05 0.79 3.61
H -0.64 0.25 4.17
H -0.25 1.70 3.88
O 2.06 0.12 -0.31
H 2.15 1.02 -0.64
H 2.84 0.05 0.35
C -2.51 5.58 1.18
C -0.99 5.62 1.29
O -0.43 4.63 0.42
P 0.99 3.86 0.67
O 0.59 2.42 1.02
Te 2.55 4.25 -1.15
O 1.74 4.48 1.95
C 2.25 5.90 1.94
C 3.77 5.96 1.93
H -2.85 6.34 1.89
H -2.85 4.59 1.44
H -2.84 5.87 0.17
H -0.63 5.43 2.33
H -0.60 6.61 0.98
H 1.79 6.38 2.84
H 1.83 6.44 1.09
H 4.24 5.38 2.70
H 4.05 7.03 2.10
H 4.21 5.60 0.99
```

Output
E_HOMO (spin up / spin down), eV: -6.3 / -6.4
Orbital gap (spin up / spin down), eV: 4.2 / 6.3
Total charge: 0
Multiplicity: 7
Lowest unoccupied orbital energy (spin up / spin down), eV: -2.10 / -0.07
Expectation value of S²: 12.0768

DFT total energy: -84733.8564; -129560.0087 (eV)
ΔE to the lowest compared entry with this formula, charge and spin: 178.4; 0.0 (kJ/mol)
Max |F|: 3.8; 4.5 (eV/A)